Record 1
Molecular formula: C40H35BN4O6Ti
Method: DFT, ωB97M-V/def2-TZVPD

Last column: Mulliken charge in e.
Positions of all 87 atoms, in Å:
Ti 1.08142 0.13758 0.18210  0.061
O 0.49514 0.77634 1.74386  0.311
C -0.18719 1.79341 2.42891  2.075
C -0.36447 2.89606 1.36529  -1.379
C -1.05117 2.47364 0.07534  0.595
C -2.19060 3.18910 -0.34563  -1.119
C -2.82715 2.72707 -1.45832  -0.625
C -2.29090 1.79172 -2.25724  -1.032
C -1.16252 1.08763 -1.82196  -0.262
C -0.64902 -0.13947 -2.44252  -0.224
C -0.87152 -1.40597 -1.60015  3.669
O -0.16290 -1.17012 -0.38810  -0.256
C -2.37274 -1.55176 -1.30979  -0.400
C -2.89781 -1.12993 -0.06136  -0.093
C -4.24815 -1.33498 0.26503  -0.425
C -5.13875 -1.79042 -0.75890  -0.813
C -4.59987 -2.10019 -1.98879  -0.754
C -3.20573 -2.05004 -2.28251  -0.466
C -0.19153 -2.63211 -2.25903  -0.739
C 0.05999 -3.74292 -1.44466  -0.539
C 0.58500 -4.92567 -1.97182  -1.013
C 0.95931 -4.90589 -3.33900  -0.533
C 0.88594 -3.74203 -4.11085  -1.037
C 0.30467 -2.60197 -3.57273  0.156
N -0.50686 1.47757 -0.67826  1.200
C -1.51614 1.14093 2.91077  -0.683
C -1.47085 -0.08850 3.52253  -0.584
C -2.61861 -0.70072 3.88942  -0.705
C -3.85601 -0.04000 3.85718  -0.616
C -3.90133 1.20398 3.30046  -1.144
C -2.73065 1.81575 2.88563  0.447
C 0.58721 2.42202 3.57701  -0.389
C -0.15367 2.83569 4.68403  -0.085
C 0.41952 3.50993 5.75853  -0.889
C 1.79192 3.69937 5.74221  -0.357
C 2.58840 3.35926 4.66125  -1.130
C 1.96357 2.69629 3.55759  -0.092
H -0.96297 3.71056 1.80051  0.587
H 0.64738 3.29672 1.06203  0.346
H -2.61445 3.90361 0.33575  0.539
H -3.78578 3.17161 -1.74983  0.386
H -2.91706 1.51223 -3.08325  0.451
H -1.14429 -0.28235 -3.46943  0.843
H 0.44200 -0.02196 -2.64619  -0.758
H -2.17588 -0.90570 0.68765  0.072
H -4.56952 -1.06492 1.24480  0.478
H -6.24684 -1.77814 -0.75172  0.323
H -5.30904 -2.38811 -2.75154  0.388
H -2.80538 -2.33303 -3.27770  0.372
H -0.06930 -3.56783 -0.39218  0.622
H 0.71959 -5.86372 -1.40320  0.406
H 1.37247 -5.78388 -3.83026  0.417
H 1.26611 -3.68816 -5.09435  0.516
H 0.14832 -1.70591 -4.16066  0.417
H -0.49103 -0.60445 3.57251  0.445
H -2.71412 -1.74050 4.22671  0.374
H -4.73787 -0.54015 4.31066  0.365
H -4.82961 1.76360 3.25987  0.415
H -2.80918 2.76586 2.44843  0.600
H -1.22794 2.65509 4.54612  0.322
H -0.24873 3.73813 6.61798  0.368
H 2.25187 4.18971 6.63387  0.310
H 3.64936 3.42465 4.68907  0.445
H 2.53932 2.41691 2.71106  0.358
C 2.84475 0.47418 -3.69698  -1.209
C 3.00440 -0.74732 -2.79866  -0.089
N 2.56604 -0.72988 -1.55226  0.291
C 2.96112 -1.95191 -1.07150  0.497
C 3.57828 -2.68896 -2.01845  -0.180
N 3.67364 -1.84758 -3.08612  0.181
C 4.12706 -4.09210 -2.08659  0.323
O 4.21912 -4.69778 -0.90274  -0.574
O 4.40558 -4.56050 -3.15092  -0.595
C 2.71200 -2.20048 0.39249  0.828
O 3.10205 -3.24756 0.86176  -0.791
O 2.18030 -1.20005 1.07025  -0.296
H 2.86816 1.28203 -2.94740  0.153
H 1.89442 0.48390 -4.19655  0.164
H 3.71327 0.61790 -4.37834  0.445
H 4.05714 -2.04262 -3.99305  0.266
H 3.92663 -4.09646 -0.16635  0.426
B 3.65746 4.18808 -0.40102  0.408
C 2.93856 2.73856 -0.26050  0.014
N 2.31320 1.75941 -0.18028  -0.416
H 4.20112 4.26232 0.68664  -0.130
H 2.72946 4.95618 -0.61721  -0.112
H 4.39286 4.08005 -1.35845  -0.146

Results
HOMO-LUMO gap	8.34	eV
HOMO energy	-0.3430	Eh
spin multiplicity	1
DFT total energy	-84090.1715	eV
max |F|	3.1	eV/Å
relative energy (zero: lowest compared OMol25 entry of this formula, charge and spin)	0.940	eV


Record 2
Molecular formula: C40H35ClNO9P2Pd
Method: DFT, ωB97M-V/def2-TZVPD

Last column: Löwdin spin population.
Positions of all 89 atoms, in Å:
Pd -0.55264 -1.44315 -0.35851  1.551
O 1.80092 -0.18236 1.25176  0.114
C 3.17939 -0.17236 1.35779  0.379
C 1.12619 0.08405 2.46013  0.014
C -0.17452 0.80448 2.21393  0.009
C -0.61202 1.64553 3.22813  0.003
C -1.83716 2.26882 3.10788  0.002
C -2.54170 2.09191 1.93894  0.003
C -2.01926 1.29331 0.92624  0.007
C -2.73825 1.23616 -0.38514  0.004
C -1.78605 1.20022 -1.61290  0.020
O -1.30551 -0.06991 -1.77928  0.268
C -2.62407 1.56398 -2.86195  0.016
C -2.82971 0.60189 -3.84212  0.002
C -3.43429 0.94833 -5.04303  0.000
C -3.84385 2.25401 -5.26770  -0.001
C -3.67319 3.20887 -4.27450  0.001
C -3.06724 2.86547 -3.07634  0.002
C -0.64613 2.24407 -1.60253  -0.001
C -0.47525 3.26185 -0.67300  0.000
C 0.59094 4.14839 -0.78310  0.000
C 1.46413 4.06587 -1.85167  0.000
C 1.28016 3.07501 -2.80777  0.000
C 0.25070 2.16199 -2.66918  0.000
N -0.87399 0.60767 1.07840  0.067
C 3.79759 -0.63520 2.58475  0.034
C 4.88531 0.04457 3.15523  0.055
C 5.47548 -0.40874 4.32134  -0.004
C 4.99805 -1.54805 4.95668  0.059
C 3.92150 -2.23212 4.40483  -0.003
C 3.33347 -1.79099 3.23512  0.054
C 3.91129 0.26863 0.21515  0.020
C 3.27605 0.93382 -0.85068  0.089
C 3.96936 1.21602 -2.00943  -0.007
C 5.30447 0.85978 -2.14930  0.102
C 5.95514 0.23273 -1.09243  -0.007
C 5.27611 -0.05939 0.07069  0.085
H 1.76392 0.72207 3.07678  0.001
H 0.92305 -0.82585 3.03588  0.002
H 0.00749 1.79015 4.10353  0.000
H -2.22672 2.88161 3.91039  0.000
H -3.50190 2.56823 1.79259  0.000
H -3.44679 2.06349 -0.44719  0.000
H -3.29404 0.29640 -0.46070  0.000
H -2.47786 -0.40268 -3.64633  0.000
H -3.56553 0.19917 -5.81428  0.000
H -4.29326 2.52809 -6.21448  0.000
H -3.99178 4.23019 -4.44535  0.000
H -2.90654 3.61922 -2.31389  0.000
H -1.16982 3.39577 0.14438  0.000
H 0.72096 4.91958 -0.03295  0.000
H 2.27689 4.77492 -1.94673  0.000
H 1.94709 3.02202 -3.65888  0.000
H 0.10967 1.36506 -3.38903  0.000
H 5.25265 0.94383 2.67806  0.001
H 6.31652 0.13009 4.74110  -0.002
H 5.47055 -1.91357 5.85963  0.004
H 3.55383 -3.13222 4.88213  -0.001
H 2.57218 -2.38578 2.74930  0.002
H 2.22975 1.19138 -0.76801  0.005
H 3.45867 1.69617 -2.83351  -0.003
H 5.82536 1.04118 -3.08120  0.007
H 6.99480 -0.05580 -1.18884  -0.003
H 5.76868 -0.61741 0.85269  0.004
O 1.98113 -4.25090 -2.13982  0.008
P 1.64037 -3.26076 -0.92466  0.013
O 2.70227 -3.31220 0.08693  0.004
O 1.18964 -1.93488 -1.51680  0.140
O 0.28991 -3.94450 -0.25374  0.030
P -1.08295 -4.21601 -1.10636  0.008
O -0.58488 -5.25315 -2.26268  0.005
O -2.03873 -4.92479 -0.22866  0.000
O -1.46420 -2.93654 -1.80056  0.105
H 1.22071 -4.31558 -2.73638  0.000
H -0.90580 -6.12357 -1.99426  0.000
Cl -2.91896 -0.80452 3.97110  0.014
C -3.76877 -1.28248 2.52963  0.075
C -5.14376 -1.13433 2.53410  -0.008
C -5.89086 -1.59374 1.46194  0.083
C -5.24111 -2.16824 0.37351  -0.008
C -3.87227 -2.31061 0.37394  0.073
C -3.07695 -1.91125 1.47539  0.040
C -1.67404 -2.24807 1.50474  0.416
H -5.62894 -0.69012 3.39274  -0.002
H -6.96991 -1.51841 1.48543  0.006
H -5.81942 -2.52025 -0.47068  -0.002
H -3.36115 -2.76122 -0.46607  0.002
H -1.48994 -3.26605 1.17470  0.022
H -1.17058 -2.00833 2.43496  0.024

Results
HOMO-LUMO gap (alpha / beta)	6.36 / 6.63	eV
HOMO energy (alpha / beta)	-0.1496 / -0.2220	Eh
spin multiplicity	5
DFT total energy	-96551.8592	eV
max |F|	2.3	eV/Å
⟨S²⟩	6.062
total charge	-1
relative energy (zero: lowest compared OMol25 entry of this formula, charge and spin)	0.350	eV